1.
The following is a quantum chemistry calculation of 3 unconnected molecules or ions with the total composition C18H23N2O10P, from OMol25.

The net charge is 0. As for the strongest force on any atom: 0.075 Eh/bohr. The value obtained for the LUMO energy is -0.0315 Ha.

Atoms and positions in Å:
C 4.378 -0.570 1.614
P 3.828 -0.310 -0.181
O 4.340 -1.701 -1.014
C 1.949 -0.294 -0.199
C 1.273 0.983 -0.637
C -0.237 1.052 -0.720
C -0.967 -0.165 -0.317
C -0.303 -1.441 0.163
C 1.176 -1.531 0.214
N 1.802 -2.789 0.640
C 1.809 -3.511 -0.400
O 1.931 -4.272 -1.269
C -1.455 -2.458 0.521
O -1.503 -3.655 0.555
N -2.553 -1.518 0.849
C -2.503 -0.530 -0.255
O -3.397 -0.145 -0.956
H 4.525 -1.687 1.760
H 5.349 -0.030 1.810
H 3.545 -0.188 2.281
H 4.462 -1.465 -1.956
H 1.855 1.894 -0.930
H -0.807 1.960 -1.037
H -2.174 -0.970 1.641
C -2.132 3.279 6.377
C -2.027 1.799 6.692
O -3.312 1.169 6.615
C -3.731 0.860 5.382
O -3.124 1.056 4.355
O -4.952 0.313 5.486
C -5.554 -0.005 4.232
H -2.882 3.753 7.014
H -1.172 3.775 6.530
H -2.443 3.440 5.344
H -1.673 1.666 7.715
H -1.310 1.300 6.035
H -4.891 -0.622 3.623
H -5.819 0.912 3.703
H -6.464 -0.569 4.427
C 2.203 0.722 -7.930
C 2.447 1.463 -6.630
O 1.433 1.151 -5.667
C 1.592 -0.010 -5.016
O 2.501 -0.788 -5.163
O 0.553 -0.164 -4.184
C 0.560 -1.400 -3.472
H 1.191 0.912 -8.295
H 2.919 1.034 -8.692
H 2.295 -0.357 -7.791
H 2.393 2.538 -6.805
H 3.442 1.252 -6.229
H 1.510 -1.552 -2.955
H 0.357 -2.227 -4.153
H -0.231 -1.361 -2.725

These are the Mulliken partial charges, in e, on atoms 1 to 8:
1 C -0.93
2 P 0.14
3 O -0.52
4 C 0.68
5 C -0.68
6 C -0.68
7 C 0.41
8 C 0.47

2.
The following is a quantum chemistry calculation of a single C18H23N3O2 molecule, from OMol25.

The net charge is 0. The relative energy (zero: lowest compared OMol25 entry of this formula, charge and spin) is 74.8 kcal/mol. The SMILES is COc1ccc(N2CC[C@@H](N)[C@@H](c3ccccn3)C2)cc1OC. As for the strongest force on any atom: 0.042 Eh/bohr. The value obtained for the LUMO energy is 0.0289 Ha.

Atoms and positions in Å:
N 1.505 4.018 -1.952
O -1.432 -3.125 3.927
O -0.892 -4.419 1.388
C 0.825 5.162 -1.797
C 0.943 2.852 -1.461
C -0.372 5.234 -1.171
C -0.329 2.896 -0.863
C -1.001 4.091 -0.672
C -0.632 -1.038 2.985
C -0.326 -0.284 1.848
C -0.302 -2.305 0.535
C -0.893 -2.410 2.891
C -0.656 -3.066 1.622
C -0.118 -0.915 0.621
N 0.209 -0.188 -0.531
N 1.761 1.677 -4.015
C -2.583 -2.593 4.632
C -0.027 -5.337 2.102
C -0.099 -0.763 -1.872
C 1.466 0.614 -0.416
C 0.147 0.240 -2.981
C 1.766 1.561 -1.575
C 1.582 0.791 -2.886
H 1.294 6.038 -2.237
H -0.875 6.180 -1.085
H -0.795 1.974 -0.527
H -1.956 4.125 -0.174
H -0.710 -0.528 3.940
H -0.184 0.813 1.905
H -0.093 -2.837 -0.358
H 2.379 2.434 -3.747
H 0.871 2.021 -4.307
H -3.084 -3.407 5.181
H -2.275 -1.782 5.336
H -3.255 -2.140 3.904
H -0.333 -6.383 1.859
H -0.121 -5.207 3.171
H 1.007 -5.167 1.794
H 0.456 -1.692 -2.077
H -1.160 -1.006 -1.819
H 1.423 1.250 0.473
H 2.312 -0.081 -0.296
H 0.012 -0.218 -3.960
H -0.556 1.084 -2.849
H 2.786 1.877 -1.530
H 2.313 -0.040 -2.955

These are the Mulliken partial charges, in e, on atoms 1 to 8:
1 N -0.51
2 O -0.48
3 O -0.46
4 C -0.51
5 C 0.31
6 C -0.27
7 C 0.15
8 C -1.01

3.
The following is a quantum chemistry calculation of a single C18H23N3O3 molecule, from OMol25.

The net charge is 0. The relative energy (zero: lowest compared OMol25 entry of this formula, charge and spin) is 69.0 kcal/mol. The SMILES is COc1cc(NC[C@@H]2C[C@@H]3CC[C@@H](O)C[C@H]3NC2=O)ccc1C#N. As for the strongest force on any atom: 0.051 Eh/bohr. The value obtained for the LUMO energy is 0.0174 Ha.

Atoms and positions in Å:
N -3.589 -0.967 -7.353
O 2.374 1.702 -0.287
C -2.963 -0.842 -6.373
O -0.499 -2.240 -5.816
O 1.113 1.750 6.577
C 1.790 1.110 0.588
C -2.811 0.091 -4.157
C -2.157 0.304 -2.926
C -0.352 -1.142 -3.669
C -2.266 -0.709 -5.140
C -1.016 -1.351 -4.892
C -0.904 -0.282 -2.680
N -0.238 0.036 -1.488
N 1.745 1.736 1.829
C 0.366 -1.683 -6.821
C 0.911 -0.723 -0.931
C 0.026 -0.023 5.316
C 1.395 1.801 4.217
C -0.524 -0.500 3.969
C 0.136 -0.638 1.466
C 0.427 1.452 5.349
C 1.311 -0.326 0.481
C 0.810 1.335 2.886
C 0.505 -0.184 2.885
H 0.531 1.797 7.355
H -3.774 0.569 -4.373
H -2.611 0.923 -2.176
H 0.542 -1.683 -3.456
H -0.538 0.850 -0.954
H 2.068 2.701 1.780
H -0.233 -1.565 -7.705
H 0.775 -0.720 -6.521
H 1.123 -2.434 -7.030
H 0.647 -1.793 -0.905
H 1.802 -0.625 -1.617
H -0.714 -0.182 6.088
H 0.912 -0.626 5.568
H 2.351 1.285 4.429
H 1.561 2.876 4.161
H -0.715 -1.556 4.031
H -1.493 -0.003 3.720
H -0.773 -0.109 1.167
H -0.032 -1.722 1.437
H -0.510 2.066 5.348
H 2.172 -0.895 0.781
H -0.119 1.860 2.719
H 1.439 -0.723 3.121

These are the Mulliken partial charges, in e, on atoms 1 to 8:
1 N -0.56
2 O -0.68
3 C 0.07
4 O -0.49
5 O -0.56
6 C -0.06
7 C -0.88
8 C -0.67

4.
The following is a quantum chemistry calculation of a molecular structure, C18H23N3O3, from OMol25.

The net charge is 0. The relative energy (zero: lowest compared OMol25 entry of this formula, charge and spin) is 546.8 kcal/mol. As for the strongest force on any atom: 0.350 Eh/bohr. The value obtained for the LUMO energy is -0.0840 Ha.

Atoms and positions in Å:
C -2.012 -2.733 -3.121
H -2.575 -3.236 -2.499
C -1.805 -1.351 -2.875
C -3.036 -0.541 -2.616
C -2.757 0.993 -2.134
C -2.201 1.888 -2.928
C -0.735 2.064 -2.648
C -0.175 3.097 -2.061
C -0.629 3.034 -0.558
N -0.189 1.990 0.116
C 0.783 1.791 1.034
O 1.499 2.861 1.361
C 1.387 0.793 1.482
C 1.969 0.516 2.618
C 2.678 -0.653 3.155
C 3.905 -0.711 3.530
C 4.528 -1.735 3.892
C 3.716 -2.949 4.271
C 2.320 -2.990 3.917
C 1.695 -1.770 3.675
N 0.439 -1.708 3.556
O -0.265 -0.683 3.859
O -0.338 -2.821 3.519
H 1.605 -3.769 4.470
H 4.311 -4.119 4.375
H 5.554 -1.956 3.906
H 4.634 0.273 3.143
H 2.326 1.384 2.960
C 0.766 -0.477 0.999
N 0.368 -1.358 0.297
H -0.587 0.929 -0.161
H -0.224 3.959 -0.055
H -1.858 3.054 -0.488
H 0.894 3.323 -1.997
H -0.633 4.113 -2.405
H -0.367 1.892 -3.861
H -0.183 1.000 -2.529
H -2.872 2.846 -2.748
H -2.458 1.439 -4.014
H -3.995 1.080 -1.740
H -2.553 0.971 -1.033
H -3.791 -1.213 -1.615
H -3.513 -0.564 -3.422
H -1.101 -1.176 -1.702
H -1.013 -0.924 -3.454
H -2.509 -2.713 -4.198
H -1.002 -3.137 -3.272

These are the Mulliken partial charges, in e, on atoms 1 to 8:
1 C -1.48
2 H 0.46
3 C 0.58
4 C -1.30
5 C -0.41
6 C -0.08
7 C -0.53
8 C -0.56

5.
The following is a quantum chemistry calculation of a single C18H23N3O5S2 molecule, from OMol25.

The net charge is 0. The relative energy (zero: lowest compared OMol25 entry of this formula, charge and spin) is 36.4 kcal/mol. The SMILES is COCCn1c(SCC(=O)N(C)[C@H]2CCS(=O)(=O)C2)nc2ccccc2c1=O. As for the strongest force on any atom: 0.016 Eh/bohr. The value obtained for the LUMO energy is 0.0125 Ha.

Atoms and positions in Å:
C -6.398 0.834 -0.128
H -6.108 -0.199 -0.342
O -5.899 1.737 -1.087
C -4.518 1.959 -1.024
C -3.681 0.777 -1.548
N -2.266 1.045 -1.407
C -1.613 0.811 -0.239
N -0.368 1.048 -0.016
C 0.389 1.553 -1.035
C 1.745 1.820 -0.817
C 2.521 2.312 -1.841
C 1.970 2.555 -3.099
C 0.635 2.311 -3.326
C -0.168 1.810 -2.299
C -1.587 1.567 -2.522
O -2.181 1.777 -3.557
H 0.177 2.499 -4.285
H 2.593 2.940 -3.892
H 3.568 2.515 -1.669
H 2.158 1.639 0.163
S -2.531 0.121 1.088
C -1.122 -0.338 2.128
H -1.537 -0.861 2.990
C -0.222 -1.267 1.322
O -0.654 -1.920 0.394
N 1.065 -1.342 1.732
C 1.601 -0.574 2.835
H 1.584 0.496 2.614
H 1.026 -0.751 3.746
H 2.633 -0.872 3.018
C 1.963 -2.209 0.988
C 2.607 -3.266 1.884
H 2.522 -4.269 1.480
H 2.234 -3.247 2.902
S 4.382 -2.860 1.869
O 4.628 -1.788 2.797
O 5.194 -4.036 1.980
C 4.331 -2.187 0.183
C 3.058 -1.379 0.267
H 3.268 -0.486 0.856
H 2.696 -1.063 -0.711
H 5.213 -1.588 -0.016
H 4.273 -3.028 -0.500
H 1.328 -2.696 0.240
H -0.620 0.574 2.436
H -3.920 -0.137 -0.999
H -3.885 0.636 -2.612
H -4.332 2.833 -1.654
H -4.213 2.186 0.011
H -6.052 1.097 0.878
H -7.483 0.915 -0.173

These are the Mulliken partial charges, in e, on atoms 1 to 8:
1 C -0.60
2 H 0.27
3 O -0.40
4 C -0.15
5 C -1.54
6 N 0.20
7 C 0.50
8 N -0.30

6.
The following is a quantum chemistry calculation of a single C18H23NO5 molecule, from OMol25.

The net charge is 0. The relative energy (zero: lowest compared OMol25 entry of this formula, charge and spin) is 1.5 kcal/mol. The SMILES is CC(=O)Oc1ccc(NC(=O)CCC2CCCCC2)c(C(=O)O)c1. As for the strongest force on any atom: 0.011 Eh/bohr. The value obtained for the LUMO energy is 0.0057 Ha.

Atoms and positions in Å:
C 8.519 0.837 -0.373
C 7.031 1.039 -0.473
O 6.487 1.921 -1.075
O 6.391 0.060 0.195
C 5.003 0.025 0.245
C 4.398 -1.205 0.082
C 3.010 -1.331 0.152
C 2.217 -0.184 0.389
C 2.858 1.046 0.566
C 4.229 1.155 0.497
H 4.699 2.116 0.631
H 2.257 1.919 0.757
N 0.843 -0.308 0.426
C -0.111 0.652 0.656
O 0.127 1.803 0.935
C -1.511 0.092 0.483
C -2.570 1.065 0.998
H -2.574 1.030 2.089
H -2.270 2.075 0.709
C -3.991 0.805 0.484
C -4.133 1.084 -1.014
C -5.586 0.921 -1.451
C -6.084 -0.486 -1.133
C -5.932 -0.782 0.356
C -4.477 -0.613 0.787
H -4.381 -0.817 1.856
H -3.863 -1.338 0.249
H -6.267 -1.799 0.569
H -6.561 -0.095 0.927
H -7.131 -0.586 -1.428
H -5.504 -1.213 -1.708
H -5.676 1.115 -2.522
H -6.206 1.652 -0.927
H -3.789 2.096 -1.235
H -3.515 0.388 -1.586
H -4.650 1.505 1.012
H -1.581 -0.870 0.992
H -1.647 -0.082 -0.587
H 0.520 -1.258 0.243
C 2.413 -2.660 -0.034
O 1.220 -2.908 -0.038
O 3.307 -3.638 -0.209
H 2.845 -4.484 -0.325
H 5.005 -2.076 -0.103
H 9.032 1.727 -0.725
H 8.796 0.616 0.654
H 8.802 -0.011 -0.993

These are the Mulliken partial charges, in e, on atoms 1 to 8:
1 C -1.15
2 C 0.74
3 O -0.52
4 O -0.41
5 C 0.34
6 C -0.65
7 C 0.09
8 C 0.29